1.
A cluster of 5 separate species, C35H82N3O2PS in total, computed with ωB97M-V with the def2-TZVPD basis set.

The spin multiplicity is 1. As for the HOMO energy: -9.02 eV. The LUMO energy is 0.26 eV. Its SMILES is NCCCCCOC(=O)N(CCCCCN)[PH2]=S.CCCCCC.CCCCCC.CCCCCC.CCCCCC.

Geometry as XYZ:
```
124
Properties=species:S:1:pos:R:3:lowdin_charge:R:1
N 6.073 -0.412 1.051 0.008
C 7.155 0.389 1.636 -0.291
C 6.714 1.735 2.216 -0.203
C 6.202 2.729 1.150 -0.206
C 4.677 2.879 1.177 -0.172
C 4.180 3.997 0.255 -0.143
O 2.964 4.527 0.811 -0.012
C 1.968 4.801 -0.044 -0.595
O 2.092 4.904 -1.230 0.141
N 0.710 4.881 0.633 -0.239
C 0.300 3.525 1.075 -0.224
C -1.163 3.427 1.544 -0.202
C -1.837 2.172 0.973 -0.213
C -1.313 0.883 1.622 -0.208
C -2.377 -0.222 1.714 -0.299
N -2.823 -0.772 0.437 -0.004
P 0.617 6.107 1.815 0.352
S 0.759 5.634 3.685 0.154
H 5.572 0.139 0.366 0.051
H 5.427 -0.667 1.788 0.064
H 7.632 -0.206 2.419 0.107
H 7.900 0.550 0.852 0.107
H 5.899 1.533 2.920 0.105
H 7.531 2.165 2.799 0.105
H 6.665 3.706 1.306 0.109
H 6.529 2.371 0.167 0.113
H 4.228 1.941 0.837 0.108
H 4.349 3.094 2.195 0.122
H 4.924 4.794 0.184 0.133
H 3.989 3.614 -0.746 0.124
H 0.980 3.158 1.848 0.108
H 0.409 2.879 0.197 0.108
H -1.714 4.332 1.273 0.106
H -1.174 3.350 2.632 0.091
H -2.915 2.245 1.154 0.111
H -1.692 2.141 -0.111 0.099
H -0.464 0.480 1.055 0.109
H -0.946 1.087 2.634 0.111
H -2.002 -1.042 2.329 0.102
H -3.250 0.200 2.222 0.109
H -2.036 -1.159 -0.072 0.061
H -3.205 -0.039 -0.149 0.054
H -0.555 6.791 1.470 -0.018
H 1.641 6.969 1.404 -0.003
C 4.200 -6.148 2.816 -0.107
C 4.150 -6.247 1.294 -0.269
C 5.140 -5.318 0.593 -0.226
C 4.909 -3.828 0.853 -0.238
C 3.517 -3.320 0.479 -0.270
C 3.201 -3.451 -1.008 -0.108
H 3.946 -5.146 3.165 0.065
H 3.491 -6.843 3.269 0.056
H 5.196 -6.396 3.188 0.075
H 3.133 -6.043 0.948 0.093
H 4.369 -7.277 1.002 0.105
H 5.105 -5.511 -0.483 0.101
H 6.156 -5.572 0.910 0.110
H 5.654 -3.250 0.301 0.098
H 5.091 -3.612 1.910 0.098
H 3.448 -2.266 0.762 0.092
H 2.753 -3.842 1.062 0.092
H 3.929 -2.902 -1.609 0.075
H 2.211 -3.052 -1.234 0.066
H 3.213 -4.493 -1.333 0.065
C -5.471 4.256 -2.568 -0.111
C -6.840 4.292 -1.895 -0.269
C -7.957 3.714 -2.762 -0.230
C -8.196 4.453 -4.080 -0.231
C -8.519 5.939 -3.934 -0.271
C -9.800 6.210 -3.151 -0.112
H -5.451 4.852 -3.481 0.067
H -4.701 4.653 -1.904 0.068
H -5.192 3.233 -2.830 0.062
H -7.077 5.319 -1.607 0.098
H -6.796 3.719 -0.965 0.103
H -8.883 3.695 -2.180 0.100
H -7.725 2.668 -2.987 0.109
H -9.020 3.962 -4.607 0.109
H -7.320 4.342 -4.725 0.100
H -8.615 6.371 -4.933 0.104
H -7.683 6.460 -3.458 0.097
H -10.657 5.732 -3.631 0.074
H -10.003 7.280 -3.095 0.068
H -9.736 5.836 -2.128 0.064
C -2.495 2.379 -4.729 -0.108
C -1.341 1.379 -4.726 -0.265
C -0.561 1.301 -3.414 -0.224
C 0.109 2.607 -2.986 -0.234
C 1.054 3.226 -4.011 -0.266
C 2.259 2.359 -4.359 -0.102
H -2.148 3.400 -4.567 0.068
H -3.009 2.357 -5.691 0.071
H -3.230 2.144 -3.956 0.060
H -0.660 1.627 -5.544 0.098
H -1.733 0.383 -4.948 0.104
H 0.190 0.511 -3.506 0.103
H -1.235 0.981 -2.611 0.096
H 0.658 2.427 -2.054 0.090
H -0.660 3.347 -2.740 0.106
H 1.402 4.178 -3.606 0.089
H 0.495 3.466 -4.921 0.100
H 2.850 2.141 -3.466 0.069
H 2.909 2.867 -5.072 0.070
H 1.962 1.409 -4.808 0.065
C -1.564 -5.536 2.778 -0.108
C -0.249 -6.123 3.281 -0.268
C 0.072 -7.490 2.678 -0.232
C -0.938 -8.592 3.001 -0.228
C -1.153 -8.847 4.492 -0.270
C 0.108 -9.308 5.218 -0.111
H -2.415 -6.165 3.042 0.065
H -1.742 -4.550 3.210 0.066
H -1.551 -5.427 1.691 0.075
H -0.267 -6.184 4.372 0.099
H 0.565 -5.437 3.029 0.096
H 1.067 -7.799 3.011 0.089
H 0.139 -7.389 1.590 0.109
H -0.600 -9.520 2.528 0.109
H -1.900 -8.354 2.539 0.101
H -1.927 -9.610 4.604 0.104
H -1.543 -7.947 4.974 0.098
H 0.494 -10.230 4.778 0.075
H -0.098 -9.502 6.271 0.068
H 0.898 -8.557 5.173 0.063
```

2.
A structure of composition C35H83BeN3O9, computed with ωB97M-V with the def2-TZVPD basis set.

The spin multiplicity is 2. As for the HOMO energy (spin up / spin down): -9.31 / -9.31 eV. Its expectation value of S² is 0.75. The LUMO energy (spin up / spin down) is -6.17 / -6.71 eV. The total charge is +1.

Geometry as XYZ:
```
131
Properties=species:S:1:pos:R:3:lowdin_charge:R:1
Be 3.887 0.885 -4.651 0.994
C 3.846 -3.904 -3.564 -0.053
C 4.470 -2.474 -3.217 -0.348
O 4.688 -1.612 -4.333 -0.274
H 3.471 -4.373 -2.654 0.048
H 4.424 -4.597 -4.176 0.073
H 2.934 -3.714 -4.131 0.040
H 5.482 -2.590 -2.828 0.094
H 4.008 -1.940 -2.386 0.086
C -0.133 -0.033 -1.743 -0.061
C 1.278 0.268 -2.304 -0.373
O 1.450 0.575 -3.691 -0.347
H -0.897 0.745 -1.732 0.060
H -0.053 -0.458 -0.742 0.046
H -0.569 -0.891 -2.254 0.045
H 1.994 -0.499 -2.008 0.073
H 1.590 1.063 -1.627 0.081
C -1.378 5.355 0.923 -0.017
C -2.270 4.306 0.190 -0.466
C -3.311 3.779 1.187 -0.155
C -4.422 4.746 1.570 -0.174
C -5.126 5.256 0.298 -0.133
C -4.173 5.717 -0.817 -0.487
N -2.977 4.860 -0.994 -0.130
O -2.149 5.232 -2.017 0.006
C -5.024 5.544 -2.074 -0.041
C -3.838 7.181 -0.563 -0.030
C -1.392 3.098 -0.219 -0.037
H -1.118 4.937 1.896 0.079
H -1.820 6.323 1.160 0.071
H -0.439 5.523 0.395 0.069
H -3.673 2.812 0.837 0.116
H -2.789 3.467 2.092 0.110
H -4.016 5.572 2.154 0.106
H -5.147 4.229 2.199 0.111
H -5.731 6.067 0.704 0.121
H -5.787 4.419 0.069 0.117
H -4.452 5.737 -2.981 0.085
H -5.391 4.539 -2.281 0.069
H -5.835 6.262 -2.189 0.087
H -3.732 7.463 0.485 0.076
H -2.983 7.486 -1.167 0.084
H -4.680 7.808 -0.855 0.085
H -0.980 2.492 0.588 0.065
H -0.604 3.295 -0.946 0.084
H -2.052 2.365 -0.681 0.060
H -1.479 5.797 -1.626 0.089
C 2.345 -1.831 5.309 -0.042
C 3.116 -0.575 4.810 -0.462
C 4.135 -1.034 3.735 -0.159
C 3.515 -1.377 2.425 -0.194
C 2.757 -0.155 1.923 -0.132
C 1.720 0.491 2.895 -0.442
N 2.292 0.551 4.293 -0.092
O 1.448 1.247 5.252 -0.004
C 1.342 1.886 2.368 -0.025
C 0.472 -0.452 2.933 -0.031
C 3.931 -0.014 6.043 -0.024
H 2.817 -2.541 5.987 0.087
H 1.868 -2.424 4.528 0.036
H 1.484 -1.461 5.866 0.083
H 4.879 -0.240 3.672 0.124
H 4.744 -1.879 4.055 0.123
H 2.822 -2.196 2.615 0.084
H 4.216 -1.749 1.677 0.118
H 2.170 -0.559 1.098 0.087
H 3.402 0.569 1.424 0.122
H 1.263 1.658 1.305 0.063
H 0.365 2.081 2.808 0.075
H 1.897 2.824 2.385 0.092
H 0.559 -1.451 3.361 0.058
H -0.280 0.021 3.564 0.084
H -0.045 -0.485 1.974 0.064
H 4.160 1.049 5.968 0.079
H 4.888 -0.517 6.179 0.082
H 3.256 -0.126 6.892 0.076
H 1.945 2.064 5.329 0.097
C 0.765 -3.056 0.138 0.016
C -0.397 -4.021 0.039 -0.442
C -0.124 -5.216 -0.966 -0.107
C 0.901 -6.125 -0.343 -0.163
C 0.328 -6.793 0.945 -0.123
C -0.296 -5.838 1.945 -0.429
N -0.889 -4.575 1.300 0.096
O -1.330 -3.697 2.257 0.109
C -1.344 -6.493 2.808 -0.009
C 0.922 -5.392 2.860 0.022
C -1.604 -3.367 -0.656 -0.016
H 1.682 -3.432 0.594 0.083
H 0.471 -2.266 0.829 0.063
H 0.929 -2.669 -0.867 0.094
H -0.991 -5.866 -1.087 0.133
H 0.185 -4.889 -1.959 0.123
H 1.864 -5.681 -0.090 0.111
H 1.162 -6.965 -0.986 0.124
H 1.111 -7.375 1.431 0.132
H -0.450 -7.518 0.707 0.121
H -2.020 -5.900 3.423 0.094
H -2.006 -6.991 2.099 0.097
H -0.890 -7.217 3.485 0.112
H 1.310 -6.293 3.335 0.104
H 1.716 -4.879 2.317 0.080
H 0.489 -4.695 3.578 0.086
H -2.538 -3.928 -0.679 0.098
H -1.359 -3.107 -1.685 0.088
H -2.023 -2.545 -0.076 0.093
H -2.267 -3.903 2.256 0.150
C -1.580 0.430 -5.690 -0.091
O -0.974 1.530 -4.930 -0.152
H -2.552 0.899 -5.845 0.067
H -1.070 0.257 -6.638 0.087
H -1.717 -0.430 -5.034 0.067
H -0.111 1.284 -4.590 0.012
C -3.792 2.277 -3.306 -0.185
O -3.693 2.615 -4.645 -0.111
H -3.083 2.904 -2.765 0.058
H -4.803 2.471 -2.948 0.075
H -3.513 1.246 -3.091 0.069
H -2.800 2.371 -4.901 0.022
C 2.999 4.453 -0.872 -0.182
O 2.357 4.650 -2.087 -0.111
H 3.015 3.396 -0.608 0.066
H 3.981 4.924 -0.841 0.081
H 2.361 4.999 -0.177 0.077
H 2.822 4.104 -2.725 0.063
C 0.229 -2.883 -4.491 -0.157
O 0.933 -1.857 -5.206 -0.129
H 0.249 -3.875 -4.941 0.085
H 0.709 -2.993 -3.518 0.042
H -0.799 -2.548 -4.348 0.062
H 0.940 -1.028 -4.722 0.011
```